Entry 1:
This record from OMol25 describes a molecular structure, C19H37BrCrSi4 at a distorted geometry. The level of theory is the ωB97M-V functional and the def2-TZVPD basis.

Summary:
- HOMO energy (spin up / spin down): -2.28 / -2.56 eV
- Charge: -1
- DFT total energy: -5522.67821 hartree
- Spin multiplicity: 4

Geometry as XYZ:
```
62
Properties=species:S:1:pos:R:3:mulliken_charge:R:1
C -0.0158 4.6154 0.4270 -0.27
C -0.9423 3.9473 1.2967 -0.80
C -0.2951 2.7640 1.7956 -0.31
H -1.9705 4.2476 1.5004 0.34
C 1.0231 2.7157 1.2298 0.45
C 1.1908 3.8385 0.3589 -1.45
H 2.1091 4.0532 -0.1730 0.45
H -0.2094 5.5541 -0.0989 0.47
H -0.6721 2.0615 2.5158 0.17
H 1.8117 2.0291 1.5259 0.63
Cr -0.5882 2.6905 -0.4091 0.26
Br -2.6284 1.3577 0.0912 -0.45
C -0.8189 1.6318 -2.6917 0.60
C 0.4499 2.2941 -2.6021 -0.55
C 0.2000 3.6820 -2.3436 -0.71
H 1.4216 1.8444 -2.8157 0.34
C -1.2279 3.8653 -2.2152 -0.71
C -1.8473 2.5951 -2.4581 -1.08
H -2.9203 2.4218 -2.5511 0.50
H -0.9788 0.6124 -3.0203 0.04
H 0.9516 4.4734 -2.3896 0.52
H -1.7623 4.8078 -2.0718 0.41
C -2.2485 -1.8739 -2.5868 -1.25
Si -0.4808 -1.9659 -1.8826 0.63
C -0.2350 -3.7520 -1.2841 -1.14
C 0.7686 -1.6583 -3.2926 -1.24
Si -0.1626 -0.5067 -0.0069 0.87
Si -1.0250 -1.4706 1.8908 0.55
C -0.2162 -3.0690 2.5233 -1.31
C -1.2889 -0.2948 3.3370 -1.46
C -2.7090 -2.0264 1.2645 -1.13
Si 1.9343 -0.8060 1.0119 0.36
C 2.5160 -2.5703 0.7092 -1.36
C 3.0808 0.2075 -0.0881 -1.12
C 2.1120 -0.3416 2.8428 -1.37
H -2.3658 -2.6335 -3.3685 0.41
H -2.4978 -0.9033 -3.0457 0.36
H -3.0235 -2.0666 -1.8296 0.33
H -0.4095 -4.4032 -2.1516 0.43
H 0.7786 -3.9575 -0.9177 0.27
H -0.9410 -4.0602 -0.4991 0.21
H 0.6680 -0.6698 -3.7720 0.36
H 1.8169 -1.7417 -2.9620 0.29
H 0.6264 -2.4048 -4.0819 0.45
H 0.7801 -2.9714 2.9748 0.37
H -0.9236 -3.3773 3.3108 0.42
H -0.1757 -3.8560 1.7617 0.27
H -2.0369 0.4737 3.0953 0.36
H -1.6920 -0.9385 4.1304 0.45
H -0.3999 0.2083 3.7327 0.40
H -3.3349 -1.1775 0.9573 0.26
H -2.7011 -2.7693 0.4468 0.17
H -3.1302 -2.4828 2.1659 0.36
H 2.6374 -2.7656 -0.3693 0.22
H 3.5065 -2.5871 1.1805 0.40
H 1.9072 -3.3618 1.1414 0.36
H 2.8334 1.2853 -0.1439 0.08
H 4.0685 0.0947 0.3553 0.47
H 3.1053 -0.1876 -1.1197 0.19
H 1.8279 0.6958 3.0477 0.39
H 1.5653 -0.9735 3.5551 0.35
H 3.1845 -0.4437 3.0660 0.52
```

---

Entry 2:
This record from OMol25 describes 3 unconnected molecules or ions with the total composition C19H37FO9S at a distorted geometry. The level of theory is the ωB97M-V functional and the def2-TZVPD basis.

Summary:
- HOMO energy: -8.84 eV
- Structure (SMILES): C=C[C@@]1([C@H](C)F)C(=O)OC[C@H]1CCCS(=O)(=O)O.COCCOC.COCCOC
- Energy above the lowest of the compared OMol25 structures with the same formula, charge and spin: 622.4 kJ/mol
- DFT total energy: -1921.04689 hartree

Geometry as XYZ:
```
67
Properties=species:S:1:pos:R:3:mulliken_charge:R:1
C -0.5195 -5.0845 -0.9083 -0.91
C -1.1678 -4.0022 -0.2492 -0.51
C -0.5196 -2.5989 0.1463 1.45
C -0.9094 -1.5091 -0.9622 0.13
C -0.6791 -2.0158 -2.4827 -1.10
F -0.2535 -0.2275 -0.7360 -0.27
C -1.3868 -2.1941 1.4683 -0.30
O -2.2061 -1.2840 1.6297 -0.54
O -0.8853 -3.1636 2.4122 -0.39
C 0.5751 -2.9337 2.3972 -0.57
C 0.9126 -2.5396 0.8451 -0.08
C 2.0780 -3.5389 0.3813 -0.69
C 3.5522 -3.0549 0.7806 -0.68
C 4.4068 -2.5454 -0.4895 -0.68
S 5.3403 -3.9433 -1.3231 1.15
O 6.2523 -3.3055 -2.3386 -0.60
O 4.3920 -4.8792 -2.0361 -0.61
O 6.1903 -4.8274 -0.1593 -0.49
H -0.4589 -6.1073 -0.4129 0.26
H 0.0191 -4.9793 -1.9196 0.28
H -2.2669 -4.1665 0.0466 0.29
H -2.0348 -1.2731 -0.8967 0.30
H -0.3167 -1.1158 -3.0862 0.35
H -0.0074 -2.9280 -2.5588 0.16
H -1.7120 -2.2908 -2.9026 0.29
H 0.6444 -1.9873 3.0496 0.30
H 1.0064 -3.9011 2.8061 0.31
H 1.4084 -1.5135 0.8934 0.52
H 1.9873 -3.7740 -0.7425 0.32
H 1.8895 -4.5394 0.9159 0.36
H 4.1272 -3.8970 1.3088 0.36
H 3.4469 -2.1418 1.4772 0.36
H 3.7606 -1.9814 -1.2541 0.34
H 5.2160 -1.8510 -0.0734 0.39
H 6.0965 -5.7917 -0.3735 0.37
C 2.9409 4.6902 -1.8988 -0.71
O 2.9610 4.3498 -0.5194 -0.37
C 2.0242 5.1089 0.2420 -0.69
C 0.7579 4.3093 0.5264 -0.34
O 0.0364 4.0339 -0.6723 -0.38
C 0.2633 2.7143 -1.1507 -0.67
H 3.4617 3.9064 -2.4512 0.24
H 1.9234 4.7709 -2.2874 0.29
H 3.4678 5.6374 -2.0520 0.33
H 1.7880 6.0526 -0.2613 0.33
H 2.5077 5.3494 1.1948 0.39
H 0.0999 4.9093 1.1638 0.40
H 0.9886 3.3821 1.0627 0.30
H -0.3139 2.0030 -0.5541 0.12
H 1.3205 2.4413 -1.1246 0.39
H -0.0820 2.6630 -2.1850 0.37
C -3.9657 1.2261 2.3045 -0.49
O -3.4232 2.5103 2.0172 -0.44
C -3.1303 2.6795 0.6317 0.46
C -4.2181 3.4797 -0.0752 -0.59
O -5.4544 2.7677 -0.1017 -0.40
C -6.3572 3.2129 0.8993 -0.74
H -4.4129 1.2589 3.2998 0.30
H -4.7370 0.9354 1.5874 0.29
H -3.1660 0.4821 2.3030 0.17
H -2.9771 1.7096 0.1456 0.00
H -2.1898 3.2375 0.5697 -0.05
H -3.9179 3.6358 -1.1166 0.35
H -4.3469 4.4647 0.3871 0.34
H -6.8130 4.1596 0.5900 0.32
H -5.8694 3.3405 1.8679 0.33
H -7.1448 2.4646 1.0042 0.24
```

---

Entry 3:
This record from OMol25 describes a molecular structure, C19H37IrN11Si4Te at a distorted geometry. The level of theory is the ωB97M-V functional and the def2-TZVPD basis.

Summary:
- HOMO energy (spin up / spin down): -7.73 / -7.50 eV
- Energy above the lowest of the compared OMol25 structures with the same formula, charge and spin: 31.7 kJ/mol
- DFT total energy: -2878.89051 hartree
- Spin multiplicity: 2

Geometry as XYZ:
```
73
Properties=species:S:1:pos:R:3:mulliken_charge:R:1
Ir 3.3601 -2.2192 0.3299 0.67
C 5.4406 -1.8302 0.7019 -0.27
C 4.8568 -2.3767 1.8896 -0.47
C 3.8643 -1.4748 2.3574 -0.71
C 3.8357 -0.3403 1.4701 -0.65
C 4.8094 -0.5807 0.4608 -0.60
H 6.2008 -2.3021 0.1025 0.46
H 5.0931 -3.3347 2.3242 0.44
H 3.2398 -1.6124 3.2246 0.51
H 3.2043 0.5269 1.5595 0.86
H 4.9983 0.0673 -0.3812 0.44
N 1.6294 -5.2052 0.6325 -0.07
C 0.8725 -4.0564 0.5042 0.42
N -0.4438 -4.0607 0.5019 -1.01
N -0.7814 -2.7671 0.3683 -0.26
N 0.2575 -2.0280 0.2598 0.33
N 1.3589 -2.8213 0.3690 -0.02
C 2.9188 -5.2764 0.1683 0.33
N 3.5822 -6.3896 -0.0936 -0.55
N 4.7810 -5.9749 -0.5334 -0.60
N 4.8611 -4.6927 -0.5299 -0.50
N 3.6687 -4.2099 -0.0822 0.36
H 1.1152 -6.0698 0.6783 0.29
C -0.6684 4.4408 2.2669 -0.99
Si -1.4582 4.1273 0.5915 0.39
C -0.3341 4.8010 -0.7554 -0.99
C -3.0971 5.0458 0.5112 -1.03
Si -1.8027 1.8186 0.2880 -0.06
Te 0.5628 0.9907 0.3165 -0.27
Si -2.6697 1.2856 -1.8263 0.52
C -1.4941 1.8974 -3.1587 -0.94
C -4.3494 2.1016 -2.0594 -1.10
C -2.8470 -0.5736 -1.9713 -0.86
Si -2.9403 0.8436 2.0954 0.49
C -3.3597 -0.9414 1.7115 -0.67
C -1.8555 0.9342 3.6242 -1.01
C -4.5326 1.7989 2.4041 -1.07
H -0.3896 5.4936 2.3597 0.39
H 0.2293 3.8351 2.4050 0.30
H -1.3587 4.2046 3.0795 0.24
H -0.0896 5.8465 -0.5498 0.38
H -0.8167 4.7563 -1.7332 0.26
H 0.5990 4.2380 -0.8183 0.26
H -2.9314 6.1164 0.6582 0.39
H -3.7917 4.7054 1.2806 0.24
H -3.5827 4.9134 -0.4571 0.27
H -1.4102 2.9854 -3.1612 0.27
H -1.8500 1.5827 -4.1433 0.40
H -0.4950 1.4845 -3.0064 0.15
H -4.2794 3.1894 -2.0023 0.27
H -5.0593 1.7720 -1.2976 0.28
H -4.7666 1.8441 -3.0362 0.39
H -1.9438 -1.0970 -1.6515 0.15
H -3.0570 -0.8541 -3.0071 0.41
H -3.6667 -0.9422 -1.3526 0.29
H -2.5158 -1.4916 1.2862 0.07
H -4.1843 -0.9984 0.9974 0.26
H -3.6768 -1.4531 2.6242 0.36
H -0.8799 0.4839 3.4335 0.24
H -2.3255 0.3958 4.4514 0.39
H -1.6918 1.9663 3.9399 0.26
H -5.1770 1.7958 1.5222 0.27
H -4.3343 2.8385 2.6714 0.25
H -5.0918 1.3448 3.2264 0.38
N 3.5834 -2.9500 -2.5955 0.19
C 3.2570 -2.6443 -3.8583 -0.14
C 2.5154 -1.4833 -3.8226 -0.93
C 2.4407 -1.1409 -2.4686 -0.09
N 3.1145 -2.0261 -1.7438 -0.05
H 4.1786 -3.6941 -2.2387 0.19
H 3.5733 -3.2681 -4.6763 0.47
H 2.0734 -0.9636 -4.6530 0.41
H 1.9238 -0.3274 -1.9828 0.28
```

---

Q: Among the records above, which one has the highest DFT total energy?
A: C19H37FO9S

---

Q: DFT total energy of number 3 (C19H37IrN11Si4Te)?
A: -2878.89051 hartree

---

Q: Which of these has the highest DFT total energy?
A: C19H37FO9S

---

Q: What is the formula in the first record?
A: C19H37BrCrSi4